Record 1
50
Properties=species:S:1:pos:R:3:mulliken_charge:R:1 method="wB97M-V/def2-TZVPD" gap_ev="4.95 / 4.92" energy_ha=-2289.2088 max_force_ev_per_a=4.09 e_homo_ev="-7.484 / -7.495" multiplicity=1
Os -0.02 0.00 -0.48 0.90
C 0.53 2.47 2.97 -1.66
C 0.45 1.88 1.60 1.21
N 0.10 0.63 1.37 0.86
N -0.27 -0.19 2.35 -1.21
C -0.67 -1.36 1.89 0.21
O -0.74 -1.60 0.63 -0.78
C -1.01 -2.42 2.84 0.53
C -0.98 -2.20 4.21 -0.21
C -1.26 -3.23 5.08 -0.71
C -1.58 -4.49 4.58 -0.36
C -1.61 -4.71 3.22 -0.66
C -1.33 -3.68 2.34 -0.48
C 0.77 2.61 0.41 0.45
C 1.15 3.96 0.40 -0.94
C 1.34 4.61 -0.80 -0.45
C 1.16 3.89 -1.99 -0.94
C 0.84 2.55 -1.92 0.21
N 0.65 1.91 -0.76 -0.05
H 0.27 1.70 3.69 0.32
H -0.15 3.31 3.07 0.38
H 1.55 2.82 3.16 0.38
H -0.72 -1.21 4.57 0.45
H -1.24 -3.06 6.15 0.39
H -1.79 -5.30 5.27 0.39
H -1.84 -5.70 2.83 0.41
H -1.33 -3.84 1.27 0.46
H 1.27 4.48 1.33 0.42
H 1.61 5.65 -0.83 0.44
H 1.28 4.37 -2.94 0.41
H 0.73 1.96 -2.82 0.48
S 2.34 -1.29 0.82 -0.17
C 3.06 -2.09 -0.49 0.60
C 4.01 -3.07 -0.15 -0.22
N 4.78 -3.86 0.18 -0.44
C 2.78 -1.84 -1.83 0.67
S 1.63 -0.72 -2.41 -0.21
C 3.53 -2.50 -2.82 -0.30
N 4.14 -3.02 -3.64 -0.45
O -2.15 1.47 -1.47 -0.63
C -2.22 0.45 -2.16 0.55
C -3.28 0.09 -3.17 -0.54
C -2.87 -1.32 -3.61 -0.42
C -1.57 -1.60 -2.85 0.22
O -0.91 -2.60 -2.92 -0.56
N -1.28 -0.51 -2.07 -0.10
H -3.27 0.81 -3.98 0.27
H -4.26 0.12 -2.71 0.30
H -2.68 -1.40 -4.68 0.28
H -3.61 -2.07 -3.34 0.28

***

Record 2
19
Properties=species:S:1:pos:R:3:mulliken_charge:R:1 method="wB97M-V/def2-TZVPD" gap_ev=9.81 smiles=C1C[C@@]23NC[C@@H]2[NH2+][C@@H]13 charge=+1 energy_ha=-344.3517 max_force_ev_per_a=4.69 e_homo_ev=-12.979 multiplicity=1 relative_energy_kj_mol=429.0
C 1.84 -0.06 0.07 -0.57
C 1.10 -1.35 0.33 -0.52
C -0.10 -0.67 -0.25 0.50
N -1.39 -1.01 -0.67 -0.30
C -2.07 -0.16 0.22 -0.88
C -0.73 0.51 0.66 -0.17
N -0.26 1.49 -0.37 -0.20
C 0.75 0.41 -0.87 -0.35
H 1.94 0.64 1.01 0.21
H 2.93 -0.21 -0.44 0.33
H 1.50 -2.07 -0.30 0.35
H 0.98 -1.77 1.40 0.26
H -1.83 -1.73 -1.19 0.20
H -2.51 -0.74 0.96 0.34
H -2.76 0.57 -0.31 0.27
H -0.32 0.56 1.71 0.37
H 0.07 2.39 0.02 0.33
H -1.03 1.77 -1.00 0.37
H 0.85 0.60 -1.93 0.47

***

Record 3
33
Properties=species:S:1:pos:R:3:mulliken_charge:R:1 method="wB97M-V/def2-TZVPD" gap_ev=10.02 smiles=O.O.O.O.O.O.O.O.O.O.O energy_ha=-840.7978 max_force_ev_per_a=3.36 e_homo_ev=-10.209 multiplicity=1 relative_energy_kj_mol=216.1
O -19.65 5.12 -26.75 -0.59
H -19.17 4.39 -26.29 0.45
H -19.51 5.85 -26.17 0.09
O -17.02 6.33 -26.45 -0.57
H -17.96 6.32 -26.76 0.36
H -16.56 6.97 -26.98 0.28
O -22.00 8.40 -25.76 -0.69
H -22.79 8.68 -26.22 0.29
H -21.35 8.17 -26.45 0.47
O -17.06 1.27 -26.74 -0.69
H -16.53 1.68 -26.08 0.37
H -17.65 1.95 -27.09 0.38
O -18.72 8.78 -26.69 -0.60
H -19.30 8.18 -27.15 0.34
H -17.91 8.88 -27.19 0.29
O -21.90 3.87 -26.24 -0.65
H -21.45 3.42 -25.49 0.27
H -21.21 4.42 -26.56 0.44
O -16.18 2.96 -24.62 -0.66
H -16.03 2.73 -23.69 0.32
H -17.08 3.11 -24.69 0.38
O -20.23 6.41 -24.22 -0.54
H -20.85 7.06 -24.43 0.27
H -20.25 6.32 -23.27 0.26
O -20.72 7.58 -27.94 -0.66
H -21.22 8.24 -28.39 0.26
H -21.10 6.73 -28.21 0.27
O -18.73 3.12 -25.36 -0.74
H -19.01 2.19 -25.14 0.28
H -18.89 3.58 -24.52 0.35
O -18.74 2.90 -28.15 -0.62
H -19.70 2.87 -28.12 0.30
H -18.46 3.75 -28.48 0.29

***

Record 4
11
Properties=species:S:1:pos:R:3:mulliken_charge:R:1 method="wB97M-V/def2-TZVPD" gap_ev=7.91 smiles=[PH2]#[PH]P(#[PH2])S energy_ha=-1767.1258 max_force_ev_per_a=2.03 e_homo_ev=-8.302 multiplicity=1 relative_energy_kj_mol=27.1
P 2.54 0.60 -0.06 -0.16
P 0.56 1.32 -0.54 -0.06
P -0.68 -0.03 0.69 0.06
P -0.53 -1.99 -0.36 -0.08
S -2.87 0.63 -0.14 -0.33
H 2.76 0.40 -1.40 0.09
H 3.19 1.92 -0.38 0.10
H 0.38 2.30 0.50 0.11
H -1.70 -2.26 0.27 0.04
H -0.02 -2.65 0.82 0.09
H -3.64 -0.25 0.60 0.15

***

Record 5
9
Properties=species:S:1:pos:R:3:mulliken_charge:R:1 method="wB97M-V/def2-TZVPD" gap_ev="7.95 / 9.95" energy_ha=-865.9501 max_force_ev_per_a=2.06 e_homo_ev="-7.310 / -11.528" multiplicity=3 relative_energy_kj_mol=0.0
C 1.50 -1.32 0.06 -1.01
O -0.78 2.04 0.42 -0.42
Si -1.01 0.54 -0.28 0.40
Cl -0.99 0.91 -2.28 -0.22
H 1.65 -0.61 0.94 0.35
H 0.74 -2.08 0.30 0.37
H 2.21 -1.64 -0.77 0.28
H -0.95 1.96 1.37 0.32
H -2.37 0.20 0.25 -0.07

***

Record 6
90
Properties=species:S:1:pos:R:3:mulliken_charge:R:1 method="wB97M-V/def2-TZVPD" gap_ev="6.21 / 5.46" energy_ha=-3177.0439 max_force_ev_per_a=4.40 e_homo_ev="-6.035 / -6.134" multiplicity=3 relative_energy_kj_mol=249.2
P 0.78 -2.12 -3.36 0.72
P -0.05 1.82 -1.60 0.39
C 1.53 0.35 -3.32 -0.81
C 1.32 1.76 -2.89 -1.38
H 1.24 0.39 -4.38 0.18
H 2.61 0.10 -3.32 0.30
H 2.29 2.19 -2.57 0.50
H 0.91 2.32 -3.76 0.02
C -1.42 2.76 -2.43 -1.26
H -2.18 3.01 -1.68 0.46
H -1.90 2.10 -3.17 0.28
H -1.02 3.67 -2.93 0.43
C 0.99 2.75 -0.43 -0.56
H 0.89 3.84 -0.61 0.36
H 2.05 2.46 -0.60 0.31
H 0.70 2.50 0.60 -0.26
C -0.31 -3.57 -3.02 -1.48
H -0.32 -3.87 -1.97 0.52
H 0.04 -4.38 -3.68 0.50
H -1.32 -3.25 -3.30 0.30
C 2.51 -2.47 -2.87 -1.09
H 3.14 -1.57 -2.75 0.34
H 2.96 -3.13 -3.62 0.36
H 2.55 -2.99 -1.89 0.34
Pt -0.15 -0.52 -2.13 1.24
C 0.15 1.27 -5.77 -0.90
C -1.12 1.42 -5.37 -0.52
C -2.29 0.77 -6.00 -1.11
C -1.97 -0.75 -6.29 -1.01
C -1.31 -1.44 -5.16 -1.43
C 0.10 -1.79 -5.03 1.02
C 1.09 -1.13 -6.09 -1.03
C 0.76 0.26 -6.67 -0.70
C -0.31 -2.02 -0.51 -0.85
H 0.84 2.11 -5.61 0.76
H -1.43 2.31 -4.82 1.23
H -2.51 1.30 -6.95 0.34
H -3.18 0.83 -5.35 0.30
H -2.97 -1.20 -6.48 0.50
H -1.44 -0.78 -7.27 0.28
H -2.04 -1.93 -4.52 0.20
H 0.24 -2.88 -5.38 0.45
H 1.12 -1.83 -6.94 0.45
H 2.07 -1.13 -5.60 0.33
H 1.76 0.66 -6.94 0.31
H 0.21 0.13 -7.62 0.33
H -0.29 -1.69 0.55 -0.21
H 0.59 -2.66 -0.64 0.22
H -1.22 -2.66 -0.61 0.28
C -3.59 -0.03 3.82 -1.03
Si -1.95 -0.83 4.28 0.49
C -1.89 -0.88 6.18 -1.07
C -1.91 -2.62 3.72 -1.10
Si -0.27 0.38 3.13 0.16
Te -1.32 0.69 0.68 -0.24
Si -0.08 2.26 4.52 0.69
C 0.08 2.00 6.40 -1.03
C 1.44 3.23 4.00 -1.01
C -1.64 3.27 4.24 -1.15
Si 1.67 -0.72 4.00 0.43
C 1.82 -0.88 5.91 -1.07
C 1.70 -2.48 3.36 -1.01
C 3.24 0.17 3.48 -1.17
H -4.39 -0.76 4.03 0.38
H -3.64 0.22 2.76 0.22
H -3.80 0.87 4.40 0.28
H -2.65 -1.61 6.49 0.38
H -0.93 -1.21 6.58 0.21
H -2.16 0.08 6.63 0.32
H -1.83 -2.71 2.63 0.18
H -1.10 -3.19 4.17 0.31
H -2.85 -3.09 4.02 0.43
H 1.07 1.66 6.71 0.34
H -0.09 2.99 6.85 0.40
H -0.66 1.31 6.83 0.16
H 1.59 3.25 2.92 0.15
H 1.28 4.27 4.33 0.41
H 2.36 2.87 4.47 0.29
H -1.90 3.33 3.17 0.26
H -2.50 2.87 4.78 0.28
H -1.43 4.28 4.60 0.43
H 0.94 -1.31 6.39 0.19
H 2.67 -1.56 6.08 0.40
H 2.07 0.07 6.39 0.30
H 1.54 -2.52 2.28 0.10
H 2.70 -2.88 3.57 0.44
H 0.97 -3.13 3.84 0.33
H 3.17 0.57 2.46 0.26
H 3.51 1.00 4.15 0.32
H 4.05 -0.56 3.50 0.39